No. 1
# C4H8O2

A single C4H8O2 molecule (ωB97M-V/def2-TZVPD, the Open Molecules 2025 dataset).

SMILES   CC(=O)[C@@H](C)O
Spin multiplicity   1
Total energy   -8372.46421 eV
LUMO   0.89 eV

Each line ends with the Löwdin charge.
Cartesian coordinates (Å):
C: -1.87 -0.18 0.30  -0.0003
C: -0.64 0.57 -0.16  -0.3812
O: -0.70 1.46 -0.99  0.0841
C: 0.75 0.24 0.41  -0.3943
C: 1.35 -0.86 -0.45  -0.0366
O: 1.54 1.40 0.36  -0.0241
H: -2.00 -1.11 -0.28  0.0916
H: -2.72 0.47 0.11  0.0845
H: -1.88 -0.47 1.36  0.0860
H: 0.69 -0.13 1.45  0.1455
H: 0.78 -1.78 -0.31  0.0819
H: 2.40 -1.06 -0.19  0.0868
H: 1.32 -0.58 -1.51  0.0917
H: 0.99 2.05 -0.11  0.0844

---

No. 2
# C4H8IN2

A gas-phase ion, C4H8IN2 (charge +1) in a non-equilibrium geometry (ωB97M-V/def2-TZVPD, the Open Molecules 2025 dataset).

Spin multiplicity   1
Total energy   -15346.99618 eV
Total charge   +1
LUMO (spin up / spin down)   -5.81 / -5.81 eV

Each line ends with the Löwdin charge.
Cartesian coordinates (Å):
C: 0.60 -0.70 0.37  -0.4408
C: 0.41 0.76 -0.13  -0.0794
C: -1.92 0.56 0.66  -0.6904
C: 1.89 -1.34 -0.05  -0.0256
N: -0.27 -1.36 0.96  0.2950
N: -1.02 0.93 -0.41  -0.0856
I: -3.84 0.16 0.16  1.0201
H: 0.90 1.41 0.61  0.1609
H: 0.91 0.91 -1.03  0.1048
H: -1.88 1.21 1.59  0.0804
H: 2.65 -1.45 0.67  0.0736
H: 2.25 -0.98 -1.13  0.1430
H: 1.63 -2.35 -0.33  0.0825
H: -1.17 1.92 -0.78  0.2212
H: -1.15 0.30 -1.17  0.1404

---

No. 3
# C25H40F15N2O18P

A molecular structure, C25H40F15N2O18P in a non-equilibrium geometry (ωB97M-V/def2-TZVPD, the Open Molecules 2025 dataset).

Spin multiplicity   1
Total energy   -116437.45096 eV
LUMO   -0.90 eV

Each line ends with the Löwdin charge.
Cartesian coordinates (Å):
C: -2.95 2.27 2.60  0.0549
N: -1.99 3.40 2.96  -0.3086
O: -2.21 4.57 2.53  0.0606
O: -1.01 3.11 3.70  -0.0084
H: -2.30 1.43 2.37  0.0469
H: -3.55 2.56 1.74  0.0949
H: -3.59 2.00 3.45  0.1210
C: -0.85 0.33 0.46  0.0007
N: -2.14 0.62 -0.22  -0.2290
O: -2.86 1.42 0.41  -0.0021
O: -2.41 0.07 -1.25  0.0052
H: 0.04 0.59 -0.12  0.0898
H: -0.79 -0.75 0.58  0.0946
H: -0.78 0.78 1.45  0.0732
C: -4.21 -0.92 -1.99  -0.1195
O: -3.71 -2.28 -1.99  -0.1692
P: -3.52 -2.99 -3.49  0.4582
O: -2.77 -4.23 -3.46  -0.2072
O: -4.97 -3.08 -4.14  -0.1973
C: -5.33 -3.50 -5.38  -0.1379
O: -2.80 -1.83 -4.35  -0.2392
C: -2.19 -2.14 -5.54  -0.1312
H: -5.13 -0.75 -1.42  0.0944
H: -4.51 -0.43 -2.91  0.0952
H: -3.46 -0.21 -1.65  -0.0967
H: -6.02 -4.34 -5.38  0.0911
H: -4.48 -3.86 -5.95  0.0871
H: -5.89 -2.73 -5.92  0.0954
H: -1.23 -1.62 -5.45  0.0720
H: -2.67 -1.67 -6.40  0.0971
H: -2.04 -3.19 -5.78  0.0994
C: 2.14 -0.87 -0.28  -0.0305
C: 2.78 0.33 -1.07  -0.1980
O: 4.12 0.09 -1.38  0.0507
C: 5.19 0.02 -0.56  -0.2313
O: 5.14 0.30 0.70  0.0770
C: 6.54 -0.35 -1.24  -0.5423
F: 6.40 -1.60 -1.58  0.2059
F: 6.77 0.60 -2.20  0.1410
F: 7.62 -0.26 -0.46  0.1726
H: 2.74 -1.13 0.58  0.0858
H: 2.15 -1.73 -0.95  0.0815
H: 1.11 -0.65 0.00  0.0402
H: 2.46 1.30 -0.68  0.0969
H: 2.30 0.27 -2.05  0.1218
C: 1.52 2.94 5.69  -0.0101
C: 1.59 3.10 4.15  -0.1706
O: 0.68 2.14 3.68  -0.1555
C: 0.99 0.81 3.58  -0.1762
O: 2.23 0.46 3.65  0.0890
C: -0.19 -0.12 3.33  -0.4827
F: -0.17 -0.61 2.08  -0.0249
F: -0.14 -1.14 4.14  0.1583
F: -1.31 0.60 3.50  0.1285
H: 1.53 1.86 5.86  0.0727
H: 0.57 3.28 6.12  0.0830
H: 2.37 3.24 6.30  0.0828
H: 2.58 2.91 3.73  0.1143
H: 1.22 4.07 3.82  0.1414
C: 2.20 -2.16 3.45  -0.0360
C: 1.13 -2.67 2.47  -0.1614
O: -0.20 -2.51 2.90  -0.0713
C: -1.33 -2.41 2.02  -0.2528
O: -1.25 -2.51 0.81  0.1767
C: -2.55 -1.86 2.79  -0.4940
F: -3.53 -2.76 2.87  0.1812
F: -2.34 -1.54 4.12  0.1403
F: -3.01 -0.83 2.12  0.2098
H: 3.22 -2.19 3.06  0.0929
H: 2.45 -2.92 4.20  0.0789
H: 2.02 -1.20 3.93  0.0337
H: 1.23 -3.70 2.14  0.1425
H: 1.24 -2.02 1.60  0.0798
C: -0.81 1.45 -3.33  -0.0072
C: -0.91 -0.07 -2.93  -0.2145
O: -0.12 -0.81 -3.83  -0.0368
C: 0.58 -1.97 -3.39  -0.2621
O: 0.42 -2.48 -2.28  0.1416
C: 1.43 -2.65 -4.44  -0.5660
F: 1.03 -3.92 -4.47  0.1992
F: 1.24 -2.05 -5.63  0.1555
F: 2.69 -2.41 -4.12  0.1921
H: -0.82 1.59 -4.41  0.0769
H: 0.09 1.93 -2.96  0.0666
H: -1.76 1.98 -3.23  0.0808
H: -1.90 -0.50 -3.04  0.0940
H: -0.72 -0.40 -1.90  0.1004
C: -0.34 3.06 -0.03  -0.0047
C: 0.16 2.88 1.40  -0.1642
O: 1.55 3.06 1.72  0.0115
C: 2.46 2.22 1.32  -0.3496
O: 2.28 1.17 0.79  0.0478
C: 3.94 2.83 1.41  -0.3936
F: 4.53 3.02 0.18  0.1474
F: 3.89 4.07 2.01  0.1315
F: 4.79 1.99 2.09  0.1061
H: -0.01 4.01 -0.44  0.1009
H: -1.43 3.07 -0.09  0.0886
H: 0.11 2.33 -0.70  0.0544
H: -0.04 1.86 1.71  0.0714
H: -0.21 3.58 2.15  0.1050

---

No. 4
# C6H38NO17S

13 unconnected molecules or ions with the total composition C6H38NO17S in a non-equilibrium geometry (ωB97M-V/def2-TZVPD, the Open Molecules 2025 dataset).

Spin multiplicity   1
Total energy   -53968.54797 eV
Total charge   -1
LUMO   2.22 eV

Each line ends with the Löwdin charge.
Cartesian coordinates (Å):
C: -24.64 -54.70 -23.68  -0.1204
O: -23.60 -54.02 -22.95  -0.1861
C: -23.55 -52.60 -23.16  -0.1677
C: -22.26 -52.01 -22.52  -0.1446
N: -22.08 -50.66 -22.80  -0.0127
H: -21.04 -50.41 -22.61  0.0901
H: -22.15 -50.67 -23.83  0.1093
C: -22.95 -49.68 -22.09  -0.1001
C: -22.90 -48.25 -22.64  -0.3247
O: -23.83 -47.66 -21.99  -0.1689
C: -23.69 -46.23 -21.95  -0.0503
H: -24.65 -55.82 -23.46  0.1040
H: -24.67 -54.82 -24.80  0.0940
H: -25.62 -54.37 -23.50  0.0468
H: -24.50 -52.36 -22.49  0.1566
H: -23.83 -52.37 -24.10  0.0838
H: -21.37 -52.55 -22.98  0.1635
H: -22.24 -52.19 -21.44  0.1515
H: -22.51 -49.67 -21.10  0.1321
H: -23.92 -50.09 -21.97  0.1089
H: -23.14 -48.39 -23.91  0.1984
H: -21.74 -48.14 -22.54  0.1553
H: -24.61 -45.96 -21.42  0.0825
H: -23.75 -45.86 -22.98  0.0917
H: -22.69 -45.93 -21.37  0.1422
S: -18.69 -49.45 -23.52  0.3469
O: -19.10 -49.59 -24.89  -0.3017
O: -19.59 -50.25 -22.70  -0.3424
O: -17.39 -49.92 -23.33  -0.3004
O: -18.89 -48.08 -23.16  -0.3077
O: -21.67 -50.61 -25.47  0.0412
H: -21.68 -51.22 -26.14  0.0246
H: -20.77 -50.40 -25.59  0.0116
O: -19.08 -52.48 -21.64  -0.0965
H: -19.36 -51.64 -21.98  -0.0767
H: -18.36 -52.32 -20.93  0.0953
O: -17.98 -51.38 -26.64  -0.1479
H: -16.94 -51.72 -26.50  0.1368
H: -18.10 -50.59 -26.09  -0.0320
O: -16.18 -52.15 -23.48  -0.0935
H: -15.55 -51.61 -23.14  -0.0575
H: -16.93 -51.37 -23.51  0.0589
O: -15.41 -48.98 -24.55  -0.0482
H: -15.67 -48.14 -24.42  -0.0780
H: -16.16 -49.53 -24.14  -0.0003
O: -19.72 -49.77 -20.09  -0.1250
H: -19.12 -49.02 -20.09  -0.0019
H: -19.82 -49.84 -21.16  0.0426
O: -16.43 -46.38 -23.59  0.0188
H: -17.14 -46.96 -23.52  -0.0302
H: -16.30 -45.89 -22.81  0.0211
O: -19.50 -46.77 -21.18  -0.0644
H: -18.64 -46.91 -20.73  0.0499
H: -19.24 -47.34 -21.88  -0.1022
O: -16.04 -49.30 -21.29  0.0376
H: -16.42 -49.56 -22.05  -0.0915
H: -15.75 -48.44 -21.29  -0.0122
O: -19.41 -47.97 -26.84  -0.0516
H: -19.62 -47.36 -26.28  -0.1365
H: -19.30 -48.67 -26.10  -0.0007
O: -20.03 -46.28 -24.68  -0.1253
H: -19.74 -46.90 -23.86  0.0584
H: -19.59 -45.42 -24.52  0.0455

---

No. 5
# C4H5NO2S

A single C4H5NO2S molecule in a non-equilibrium geometry (ωB97M-V/def2-TZVPD, the Open Molecules 2025 dataset).

SMILES   Cc1nc(O)c(S)o1
Spin multiplicity   1
Total energy   -20649.04005 eV
LUMO   0.53 eV

Each line ends with the Löwdin charge.
Cartesian coordinates (Å):
C: -2.32 -0.65 -0.09  0.0056
C: -0.94 -0.11 -0.10  -0.4020
N: -0.57 1.13 -0.08  0.2096
C: 0.79 1.08 -0.08  -0.4136
O: 1.52 2.21 -0.08  0.0764
C: 1.22 -0.20 -0.08  -0.6256
S: 2.80 -0.91 -0.17  0.8300
O: 0.08 -1.00 -0.10  0.0424
H: -2.53 -1.22 0.85  0.1042
H: -3.02 0.19 -0.14  0.0866
H: -2.52 -1.30 -0.95  0.0877
H: 2.48 1.96 -0.11  0.1212
H: 3.02 -1.18 1.13  -0.1225

---

No. 6
# C19H23N4PdS4

A molecular structure, C19H23N4PdS4 in a non-equilibrium geometry (ωB97M-V/def2-TZVPD, the Open Molecules 2025 dataset).

Spin multiplicity   5
Total energy   -72826.71161 eV
Total charge   +3
LUMO (spin up / spin down)   -9.32 / -13.14 eV

Each line ends with the Mulliken spin population.
Cartesian coordinates (Å):
Pd: 0.25 -0.14 0.24  1.0906
N: 3.36 3.13 -0.29  0.1411
C: 2.27 2.39 -0.29  -0.0269
S: 2.43 0.69 -0.68  0.5060
N: 1.09 2.92 -0.06  0.4090
N: 0.02 2.20 -0.02  0.2131
C: -1.20 2.68 0.03  0.0253
C: -1.48 4.11 0.16  0.0722
C: -0.76 5.03 -0.62  0.0696
C: -1.03 6.38 -0.50  -0.0144
C: -1.96 6.84 0.43  0.0993
C: -2.67 5.93 1.21  -0.0147
C: -2.44 4.58 1.08  0.0527
C: -2.28 1.70 -0.15  0.0081
C: -3.61 2.08 -0.33  0.0360
C: -4.56 1.11 -0.64  -0.0118
C: -4.15 -0.20 -0.80  0.0346
C: -2.80 -0.50 -0.62  -0.0023
N: -1.90 0.41 -0.27  0.1059
H: 4.26 2.75 -0.54  -0.0024
H: 3.31 4.13 -0.12  -0.0060
H: -0.07 4.68 -1.37  -0.0049
H: -0.54 7.08 -1.17  0.0015
H: -2.12 7.90 0.56  0.0007
H: -3.37 6.29 1.95  0.0011
H: -2.95 3.88 1.73  -0.0011
H: -3.89 3.12 -0.29  0.0006
H: -5.59 1.39 -0.78  0.0003
H: -4.85 -0.98 -1.08  0.0006
H: -2.45 -1.52 -0.78  0.0036
C: 1.92 -1.90 4.09  -0.0348
C: 1.09 -0.63 4.12  0.0460
S: -0.09 -0.27 2.77  0.0151
C: -1.23 -1.71 2.76  0.0049
C: -0.75 -2.98 2.06  -0.0011
S: -0.20 -2.77 0.33  0.1721
C: 1.61 -2.45 0.46  0.1167
C: 2.43 -3.17 1.51  -0.0174
S: 3.14 -2.00 2.73  0.9272
H: 1.30 -2.80 4.11  -0.0008
H: 2.53 -1.89 5.00  0.0268
H: 1.73 0.26 4.15  -0.0018
H: 0.47 -0.63 5.02  0.0000
H: -2.12 -1.33 2.26  0.0002
H: -1.48 -1.93 3.79  -0.0015
H: -1.59 -3.66 1.99  -0.0005
H: 0.03 -3.48 2.62  0.0013
H: 1.69 -1.33 0.61  -0.0565
H: 1.98 -2.68 -0.55  -0.0013
H: 3.31 -3.63 1.05  0.0114
H: 1.89 -3.97 2.03  0.0065

---

No. 7
# C7H8Cl2NO2

A gas-phase ion, C7H8Cl2NO2 (charge +1) in a non-equilibrium geometry (ωB97M-V/def2-TZVPD, the Open Molecules 2025 dataset).

Spin multiplicity   1
Total energy   -38007.73149 eV
Total charge   +1
LUMO   -4.04 eV

Each line ends with the Löwdin charge.
Cartesian coordinates (Å):
C: -0.85 3.03 -0.49  -0.6471
C: -0.63 2.35 0.61  -0.5239
C: -0.28 2.44 -1.74  -0.4282
C: 1.88 -2.82 0.72  0.0500
C: 0.92 -2.05 1.16  -0.1139
C: 0.24 0.63 -0.29  -0.1046
C: -0.27 -1.71 0.12  -0.1017
N: -0.86 -0.34 0.01  0.0821
O: -0.29 3.02 -2.77  0.1930
O: 0.27 1.14 -1.55  0.0567
Cl: -1.66 4.54 -0.68  0.7947
Cl: -1.20 2.24 2.21  0.7546
H: 2.76 -3.07 1.22  0.0700
H: 1.81 -3.07 -0.29  0.0551
H: 0.86 -1.83 2.19  0.0928
H: 1.19 0.29 0.07  0.1484
H: -1.07 -2.41 0.27  0.1292
H: 0.12 -1.95 -0.89  0.1402
H: -1.41 0.02 0.86  0.1710
H: -1.50 -0.45 -0.76  0.1816

---

No. 8
# C46H82IrNO2SbSi

A molecular structure, C46H82IrNO2SbSi (ωB97M-V/def2-TZVPD, the Open Molecules 2025 dataset).

Spin multiplicity   5
Total energy   -71866.19035 eV
Total charge   +1
LUMO (spin up / spin down)   -1.53 / -5.03 eV

Each line ends with the Mulliken spin population.
Cartesian coordinates (Å):
Ir: 0.34 -0.04 -0.88  1.5695
C: 0.55 4.83 5.06  0.0035
C: 1.24 3.53 4.64  -0.0067
C: 0.93 2.46 5.69  0.0012
C: 2.76 3.76 4.60  -0.0008
C: 0.79 3.08 3.25  0.0166
C: 0.89 1.75 2.88  0.0574
C: 0.54 1.36 1.58  0.0059
N: 0.57 0.07 1.11  0.4241
C: 0.51 -1.15 1.73  -0.0265
C: 0.44 -1.36 3.11  0.0722
C: 0.41 -2.64 3.62  0.0249
C: 0.42 -3.71 2.71  0.1043
C: 0.41 -3.57 1.33  -0.0442
C: 0.44 -2.25 0.83  0.1959
O: 0.36 -1.98 -0.49  0.1525
C: 0.37 -4.80 0.42  -0.0127
C: -0.87 -4.76 -0.48  0.0105
C: 0.30 -6.10 1.23  0.0009
C: 1.64 -4.86 -0.44  -0.0014
C: 0.33 -2.85 5.13  -0.0082
C: 0.40 -4.33 5.52  0.0073
C: -1.00 -2.27 5.64  0.0017
C: 1.49 -2.12 5.81  -0.0006
C: 0.17 2.31 0.60  0.1042
O: -0.07 1.87 -0.66  0.1500
C: 0.03 3.66 0.98  -0.0219
C: 0.34 3.99 2.29  0.0809
C: -0.46 4.73 0.00  -0.0129
C: 0.56 4.86 -1.15  -0.0042
C: -1.86 4.35 -0.51  -0.0008
C: -0.58 6.11 0.66  0.0006
H: 0.83 5.07 6.09  0.0005
H: -0.54 4.73 5.03  -0.0006
H: 0.84 5.67 4.45  -0.0005
H: 1.17 2.84 6.69  -0.0001
H: 1.51 1.55 5.55  -0.0002
H: -0.13 2.19 5.69  0.0003
H: 3.12 4.08 5.58  0.0000
H: 3.02 4.53 3.87  0.0025
H: 3.29 2.84 4.33  -0.0006
H: 1.30 1.04 3.57  0.0104
H: 0.38 -0.53 3.79  0.0023
H: 0.40 -4.71 3.11  0.0149
H: -1.79 -4.70 0.12  -0.0017
H: -0.92 -5.68 -1.08  0.0002
H: -0.85 -3.91 -1.16  -0.0155
H: -0.59 -6.15 1.85  -0.0011
H: 1.18 -6.24 1.87  -0.0004
H: 0.27 -6.94 0.53  0.0000
H: 1.73 -3.97 -1.07  -0.0026
H: 1.61 -5.73 -1.09  -0.0005
H: 2.53 -4.93 0.19  -0.0007
H: -0.45 -4.89 5.12  -0.0011
H: 0.36 -4.42 6.61  -0.0001
H: 1.32 -4.79 5.18  -0.0014
H: -1.85 -2.78 5.18  0.0009
H: -1.08 -1.20 5.42  0.0001
H: -1.07 -2.40 6.72  -0.0001
H: 2.45 -2.49 5.44  0.0007
H: 1.46 -2.28 6.89  -0.0003
H: 1.46 -1.04 5.64  0.0006
H: 0.24 5.02 2.58  0.0133
H: 0.72 3.92 -1.65  -0.0028
H: 1.52 5.21 -0.76  -0.0005
H: 0.21 5.59 -1.88  -0.0004
H: -1.89 3.36 -0.95  -0.0004
H: -2.19 5.08 -1.26  -0.0005
H: -2.57 4.37 0.32  -0.0004
H: 0.38 6.48 1.00  0.0000
H: -1.28 6.10 1.49  -0.0007
H: -0.96 6.81 -0.08  0.0000
C: 2.13 -1.04 -4.72  0.0458
C: 0.71 -1.46 -4.34  0.0479
C: -0.03 -1.89 -5.62  0.0177
C: 0.88 -2.70 -3.45  0.0385
Si: -0.22 -0.03 -3.45  0.0320
C: -2.11 -0.39 -3.12  0.2957
C: -2.75 0.50 -2.06  0.0283
C: -2.82 -0.13 -4.47  0.0296
C: -2.36 -1.84 -2.72  -0.0341
C: 0.13 1.68 -4.24  0.0975
C: -0.85 2.76 -3.77  0.0159
C: 0.05 1.61 -5.78  0.0179
C: 1.54 2.15 -3.84  0.0431
H: 2.65 -1.90 -5.17  -0.0028
H: 2.71 -0.74 -3.84  -0.0135
H: 2.17 -0.23 -5.44  0.0031
H: 0.59 -2.62 -6.15  0.0059
H: -0.22 -1.07 -6.30  -0.0019
H: -0.98 -2.38 -5.39  -0.0026
H: 1.39 -3.48 -4.02  -0.0014
H: -0.05 -3.11 -3.09  0.0146
H: 1.49 -2.47 -2.58  -0.0199
H: -2.61 1.57 -2.23  0.0083
H: -2.38 0.28 -1.05  0.0019
H: -3.83 0.31 -2.05  -0.0036
H: -2.79 0.92 -4.77  -0.0013
H: -3.87 -0.40 -4.35  0.0083
H: -2.42 -0.74 -5.29  -0.0018
H: -1.84 -2.10 -1.80  0.0562
H: -2.08 -2.55 -3.50  -0.0049
H: -3.44 -1.97 -2.55  -0.0038
H: -1.86 2.59 -4.13  0.0009
H: -0.52 3.72 -4.17  -0.0002
H: -0.87 2.83 -2.69  0.0091
H: -0.93 1.30 -6.13  -0.0034
H: 0.80 0.96 -6.23  -0.0031
H: 0.23 2.62 -6.17  0.0041
H: 1.61 2.28 -2.75  -0.0086
H: 1.74 3.12 -4.30  0.0013
H: 2.33 1.47 -4.15  -0.0010
C: 5.16 0.40 -3.37  0.0027
C: 4.79 1.05 -2.05  0.0929
Sb: 3.20 0.17 -0.89  0.2671
C: 3.90 -1.85 -0.75  0.0249
C: 5.33 -1.98 -0.24  0.0114
C: 3.75 0.90 1.06  0.0322
C: 5.18 1.42 1.20  0.0086
H: 6.08 0.85 -3.75  0.0041
H: 4.39 0.54 -4.14  0.0019
H: 5.33 -0.67 -3.27  -0.0006
H: 4.54 2.11 -2.17  -0.0061
H: 5.63 1.01 -1.36  0.0053
H: 3.78 -2.30 -1.74  -0.0030
H: 3.19 -2.36 -0.09  -0.0132
H: 6.04 -1.49 -0.91  -0.0011
H: 5.61 -3.03 -0.17  0.0021
H: 5.44 -1.55 0.75  -0.0006
H: 3.57 0.06 1.73  -0.0059
H: 3.04 1.68 1.32  0.0041
H: 5.93 0.67 0.98  -0.0014
H: 5.34 1.76 2.23  0.0026
H: 5.36 2.28 0.55  -0.0005

---

Which of these has the lowest total energy?
C25H40F15N2O18P